ORCA calculation (ωB97M-V with the def2-TZVPD basis set) on a structure of composition C17H14FN3O3S.

Output
Gap between HOMO and LUMO = 8.191 eV
Multiplicity = 1

Geometry (Å):
H: -2.532 3.569 1.048
S: 4.229 0.821 0.611
N: 1.461 2.151 -0.704
O: 0.170 -3.656 -0.323
C: 3.088 -0.426 0.060
H: 0.469 -1.730 1.437
H: -2.264 -3.558 -1.075
H: -0.064 3.828 0.959
H: -1.266 -0.017 2.380
H: -0.352 0.472 -1.883
C: -3.079 -1.888 0.050
H: 1.565 -3.729 1.416
C: -2.779 -1.084 1.139
C: -2.261 1.263 -1.215
C: 3.606 2.131 -0.223
C: -2.911 2.028 -0.065
F: -4.271 2.257 -0.196
C: -0.028 2.103 -0.523
H: 3.795 1.715 -1.343
O: 2.179 3.516 0.967
N: 2.411 -0.389 -1.267
H: -4.107 -2.202 -0.336
H: 1.923 -4.336 -0.461
H: -3.619 -0.442 1.414
H: 4.378 2.866 -0.008
H: 1.581 1.304 -1.443
O: 2.834 -1.600 0.736
C: -0.919 1.259 -1.315
C: 2.014 -2.146 -0.225
C: -0.804 -2.954 0.186
C: -2.122 2.967 0.549
N: 1.639 -1.433 -1.151
C: 2.434 2.661 0.028
H: -2.913 0.750 -1.626
C: -0.500 -1.657 1.129
C: -1.616 -0.996 1.701
C: 1.427 -3.412 -0.170
C: -0.665 2.870 0.210
C: -2.132 -2.877 -0.468

=====

ORCA calculation (ωB97M-V with the def2-TZVPD basis set) on a structure of composition C17H14N3OPbS2.

Output
Gap between HOMO and LUMO = 6.491 eV
Charge = +1
Multiplicity = 1

Geometry (Å):
Pb: 0.231 0.431 1.512
H: -3.296 1.822 -2.407
C: -1.983 1.505 -0.717
C: 0.565 1.653 -3.465
C: -3.205 1.780 -1.333
H: -1.652 -3.528 4.034
C: 4.804 -0.771 -0.469
C: 3.792 -0.258 -1.267
C: -2.171 -3.650 3.081
C: 4.672 -0.709 0.909
H: 5.681 -1.211 -0.918
C: -2.981 1.530 1.363
C: -4.321 1.994 -0.542
N: 0.364 0.972 -0.800
H: 5.428 -1.106 1.564
C: -0.283 -2.976 1.861
H: 2.611 1.071 -3.281
N: -1.908 1.342 0.608
H: -3.205 -3.321 3.155
C: -0.718 1.398 -1.461
C: -0.643 1.766 -2.803
H: -1.506 2.157 -3.315
H: 3.353 -0.119 2.501
H: 0.646 1.940 -4.501
C: 2.663 0.292 -0.664
H: -5.045 2.087 1.488
S: 0.265 -1.960 0.521
C: 3.511 -0.163 1.432
S: 0.729 -3.960 2.664
C: -4.207 1.900 0.837
H: -2.121 -4.700 2.790
H: -2.845 1.394 2.425
O: -1.576 -2.832 2.086
H: 3.877 -0.326 -2.337
H: -5.260 2.253 -1.001
N: 2.538 0.312 0.668
C: 1.531 0.825 -1.436
C: 1.663 1.163 -2.782

=====

ORCA calculation (ωB97M-V with the def2-TZVPD basis set) on the molecule C17H14O4S.

Output
Gap between HOMO and LUMO = 6.832 eV
Structure (SMILES) = CCSC1=C(c2ccc(O)cc2)C(=O)c2cc(O)cc(O)c21
Multiplicity = 1
Energy above the lowest of the compared OMol25 structures with the same formula, charge and spin = 2.179 eV

Geometry (Å):
H: 2.273 1.275 1.277
C: 1.870 -0.404 -0.004
C: -0.573 -0.215 -0.807
C: 0.655 0.305 -0.546
O: -3.217 4.550 -1.981
C: -1.257 -2.576 2.174
H: 4.163 0.161 2.535
C: 3.347 -2.356 0.333
C: 2.240 -1.779 -0.275
H: -0.674 4.262 -1.732
C: -1.824 -1.632 1.147
H: -2.925 -1.594 1.167
O: 5.126 -2.202 1.812
C: -2.815 0.923 -1.385
C: -1.447 0.856 -1.139
S: -1.128 -1.932 -0.603
C: 0.598 1.721 -0.784
H: 5.502 -2.768 1.071
O: 1.572 2.415 -0.874
H: -1.512 -3.633 2.141
H: -4.507 2.277 -1.523
H: 1.772 -2.447 -0.943
C: -2.651 3.360 -1.798
H: -1.651 -2.077 3.093
C: -0.712 2.054 -1.232
C: 4.025 -1.643 1.281
C: 2.558 0.281 1.019
C: -1.243 3.313 -1.642
C: 3.721 -0.340 1.621
H: 3.362 -3.403 0.053
H: -2.536 5.172 -2.280
O: -3.578 -0.195 -1.270
H: -1.477 -0.657 1.397
H: -0.194 -2.486 2.300
C: -3.437 2.221 -1.576
H: -3.425 -0.807 -2.027

=====

ORCA calculation (ωB97M-V with the def2-TZVPD basis set) on a structure of composition C17H15AsN2O4PRuS5.

Output
Gap between HOMO and LUMO (alpha / beta) = 4.997 / 4.996 eV
Charge = -1
Multiplicity = 1

Geometry (Å):
S: -0.509 0.030 3.198
C: 3.189 3.277 0.369
C: 1.206 0.667 -3.942
P: 0.224 0.489 0.027
S: -0.614 -3.873 1.035
C: 0.784 1.006 -2.669
S: 0.076 -0.939 4.778
C: 1.305 -1.214 -1.889
S: 2.038 -1.526 1.657
C: 1.418 3.911 1.865
C: 1.734 -1.549 -3.168
C: 0.828 0.068 -1.636
N: -2.250 -0.703 0.839
H: 0.435 2.015 -2.474
H: -5.392 -1.817 1.134
O: -1.438 -5.042 0.978
H: -3.030 -2.331 1.795
O: -0.837 -3.060 2.287
C: -3.288 -1.466 1.196
C: 1.683 -0.616 -4.190
Ru: -0.171 -1.202 1.358
S: 3.940 -4.368 1.685
H: 2.016 -0.884 -5.185
H: 2.849 1.513 -0.801
H: -0.304 2.635 1.875
C: 2.678 4.138 1.328
O: -0.829 -2.884 -0.071
C: 1.172 1.967 0.462
C: 2.440 2.192 -0.063
C: -3.736 0.745 -0.335
C: -2.453 0.382 0.088
C: -4.801 -0.044 0.043
H: 1.170 1.399 -4.738
H: -3.874 1.625 -0.948
H: 4.178 3.442 -0.040
O: 0.858 -4.246 0.976
C: 0.669 2.826 1.439
H: 2.104 -2.549 -3.356
As: 2.132 -3.705 2.455
H: 1.338 -1.950 -1.097
C: -4.582 -1.173 0.825
H: 3.266 4.982 1.667
H: -1.500 1.903 -0.875
H: -5.802 0.217 -0.275
H: 1.023 4.571 2.626
N: -1.344 1.141 -0.233

=====

ORCA calculation (ωB97M-V with the def2-TZVPD basis set) on a structure of composition C17H15BrFeO3.

Output
Gap between HOMO and LUMO (alpha / beta) = 4.528 / 4.538 eV
Charge = -2
Multiplicity = 5
Energy above the lowest of the compared OMol25 structures with the same formula, charge and spin = 0.000 eV
Expectation value of S² = 6.018

Geometry (Å):
H: 0.669 -2.855 3.857
C: 1.191 1.829 -5.791
H: 0.970 -0.403 7.403
C: 0.475 -0.907 2.054
C: 2.300 1.030 -5.352
H: -2.689 1.607 -2.057
H: -2.245 0.061 2.006
H: 0.667 1.497 2.554
Fe: -0.427 0.254 -0.509
H: 3.224 1.398 -4.925
C: 0.654 -0.722 3.540
O: 0.356 0.227 1.397
C: -2.386 -0.497 -1.309
C: 0.839 0.625 5.543
H: 0.876 -2.689 6.346
H: -2.459 -1.101 -2.211
C: 1.985 -0.346 -5.609
C: -2.214 -1.010 0.024
H: -2.092 -2.058 0.298
C: 0.746 0.563 4.163
H: -0.758 1.238 -6.749
H: 1.133 2.909 -5.755
C: 0.190 0.944 -6.318
C: 0.833 -1.781 5.732
O: 0.416 -2.075 1.593
C: -2.241 0.112 0.922
C: 0.886 -0.516 6.319
C: -2.402 1.304 0.158
C: 0.722 -1.862 4.332
Br: 0.759 -0.472 -2.349
H: 2.626 -1.193 -5.402
C: -2.500 0.929 -1.226
H: 0.173 -1.297 -6.533
O: 0.707 1.739 3.527
H: -2.541 2.302 0.576
H: 0.876 1.613 5.953
C: 0.682 -0.400 -6.205

=====

ORCA calculation (ωB97M-V with the def2-TZVPD basis set) on the molecule C17H15BrN2O5S.

Output
Gap between HOMO and LUMO = 8.471 eV
Structure (SMILES) = CS(=O)(=O)Nc1cccc(C(=O)C[C@@]2(O)C(=O)Nc3ccc(Br)cc32)c1
Multiplicity = 1

Geometry (Å):
C: -0.838 1.424 3.078
C: 0.790 2.338 0.954
C: -0.077 0.547 2.341
S: 2.106 -1.074 -2.870
C: -0.947 -1.374 -0.724
O: 3.008 -2.178 -2.853
N: 0.570 -1.704 -2.588
H: -0.115 0.755 -3.211
C: 0.021 3.226 1.691
O: 1.417 -2.350 0.950
H: 0.038 4.280 1.457
C: 0.050 -0.951 2.426
H: 1.411 2.677 0.140
C: -1.305 -1.684 2.241
O: 2.347 0.028 -1.975
H: 1.968 0.016 -0.134
Br: -1.815 4.019 3.707
C: 1.995 -0.446 -4.559
C: -2.038 0.751 -0.436
H: -1.461 1.085 3.889
H: -2.688 1.385 0.146
C: -1.763 -0.535 0.024
H: -1.663 2.202 -1.957
H: -0.770 -2.393 -0.417
H: -1.109 -2.672 1.818
H: 1.013 -2.229 3.525
C: -0.336 -0.905 -1.881
C: -0.592 0.391 -2.317
H: 1.226 -1.010 -5.068
C: 0.732 1.000 1.292
C: -0.772 2.768 2.731
O: 0.647 -1.341 3.640
H: 2.959 -0.612 -5.024
H: 1.765 0.610 -4.531
N: 1.392 -0.066 0.702
H: 0.660 -2.643 -2.223
O: -3.361 -0.570 1.768
C: 1.028 -1.246 1.259
C: -1.456 1.203 -1.605
C: -2.277 -0.916 1.367
H: -1.756 -1.807 3.228

=====

ORCA calculation (ωB97M-V with the def2-TZVPD basis set) on a structure of composition C17H15Cl5FN2O2ReSSbSe4.

Output
Gap between HOMO and LUMO (alpha / beta) = 5.459 / 5.600 eV
Charge = -2
Multiplicity = 2
Energy above the lowest of the compared OMol25 structures with the same formula, charge and spin = 2.698 eV
Expectation value of S² = 0.874

Geometry (Å):
C: 1.343 2.024 3.279
C: -1.861 -2.277 0.667
S: -0.232 2.574 2.795
Cl: -5.405 -3.770 1.760
Se: 2.370 0.310 -1.214
H: 3.373 -0.395 2.070
H: 0.628 2.676 -3.801
C: 3.816 0.932 3.698
H: 0.317 0.440 -4.749
C: -0.978 -2.584 1.724
Cl: -4.174 -2.204 -0.693
O: -0.400 0.845 -2.201
C: 3.393 1.984 4.505
H: -0.770 1.239 -1.382
F: 2.768 -1.828 0.865
C: 3.014 0.417 2.682
H: -0.903 3.211 -4.535
C: -1.572 -3.206 2.849
H: -2.745 2.121 -2.240
N: -1.224 1.386 0.574
N: 0.834 0.567 1.464
Sb: 3.379 -1.447 -2.825
C: 1.747 0.957 2.456
Cl: -3.579 -4.361 4.241
Se: 1.478 -2.858 -1.715
C: -3.737 -3.298 1.759
Re: 1.136 -1.251 -0.018
H: -3.051 1.917 -3.978
H: -1.929 2.070 0.811
C: -0.448 2.771 -3.641
Se: 3.088 -0.860 -5.143
C: -0.743 0.435 -4.496
C: -2.539 1.488 -3.110
H: 4.037 2.370 5.289
H: 1.783 3.371 4.890
O: 0.273 -2.300 1.659
C: -0.258 1.372 1.441
C: -3.194 -2.622 0.665
H: -2.952 0.495 -2.920
H: 4.795 0.496 3.857
Se: 5.584 -2.255 -2.311
Cl: -0.555 -3.484 4.212
H: -1.010 -0.582 -4.199
H: -1.323 0.709 -5.385
Cl: -1.146 -1.402 -0.651
C: -2.912 -3.568 2.854
C: -1.035 1.392 -3.355
H: -0.620 3.441 -2.794
C: 2.140 2.541 4.291

=====

ORCA calculation (ωB97M-V with the def2-TZVPD basis set) on a structure of composition C17H15ErF2N4O3.

Output
Gap between HOMO and LUMO (alpha / beta) = 8.535 / 8.559 eV
Multiplicity = 4
Expectation value of S² = 3.753

Geometry (Å):
O: -0.387 0.112 2.264
H: -0.205 5.360 0.485
H: 0.824 -4.515 0.749
N: 0.547 -2.158 -1.244
H: -2.114 1.515 -0.306
C: -1.601 -1.898 1.862
N: 1.045 2.243 0.446
H: -3.709 0.232 -1.518
C: 2.701 0.056 -0.237
C: 1.182 -4.476 -0.279
C: 3.622 -0.992 -0.312
O: 0.774 -1.699 1.844
H: 3.704 3.993 -0.604
H: -2.455 -1.558 2.448
C: -2.736 -0.168 -1.235
C: -2.869 -0.911 0.107
C: 3.241 1.343 0.010
Er: 0.332 -0.199 0.230
O: -3.936 -0.902 0.716
C: 1.803 4.842 -0.121
H: 3.295 -2.009 -0.508
C: 4.975 -0.789 -0.134
H: -1.471 -2.977 1.933
C: 4.611 1.503 0.212
C: 2.315 2.499 0.075
C: 2.704 3.803 -0.249
C: 0.195 3.260 0.598
C: 0.823 -3.192 -0.833
H: 2.267 -4.583 -0.282
N: -1.697 -1.445 0.461
N: -1.728 0.911 -1.027
F: 5.134 2.712 0.528
H: -1.663 1.483 -1.860
H: -2.373 -0.845 -2.007
C: -0.322 -1.151 2.166
C: 0.523 4.574 0.341
H: 0.737 -5.283 -0.857
H: -0.794 3.000 0.960
C: 5.503 0.455 0.146
H: 2.099 5.852 -0.371
H: 6.559 0.602 0.318
F: 5.821 -1.835 -0.213

=====

ORCA calculation (ωB97M-V with the def2-TZVPD basis set) on a structure of composition C17H15F6GaN7O6S2Se3Te.

Output
Gap between HOMO and LUMO = 5.794 eV
Charge = -1
Multiplicity = 1
Energy above the lowest of the compared OMol25 structures with the same formula, charge and spin = 0.926 eV

Geometry (Å):
C: 1.455 2.271 0.284
C: -1.022 -2.810 -0.220
O: 1.391 0.656 -2.232
H: 2.009 -2.567 4.991
H: -2.572 -3.204 -1.725
H: -0.413 -3.530 -0.767
C: -2.384 -1.141 -1.290
F: 1.670 -1.729 -6.114
F: 4.509 -1.267 -2.311
N: 0.670 2.751 5.437
O: -0.955 -2.683 -3.622
C: -0.336 -1.462 -0.335
C: 1.635 -1.573 4.783
H: 2.139 -0.792 6.726
N: 0.162 1.949 -0.066
C: 1.713 -0.601 5.750
F: 1.158 -3.695 -5.366
C: 0.593 -0.068 3.171
F: 3.579 -0.074 -0.772
C: 1.446 2.798 1.528
C: 0.669 0.917 4.166
N: 0.337 2.241 4.229
C: 3.364 -1.036 -1.669
C: -2.398 -2.593 -0.841
Se: -5.915 1.106 -5.717
Ga: -0.527 1.077 -1.789
N: 1.189 1.833 6.157
H: -1.413 2.928 3.301
S: 2.114 -0.433 -2.928
H: 0.204 0.103 2.177
F: -0.287 -2.562 -6.519
C: 1.086 -1.305 3.508
C: 0.687 -2.471 -5.616
H: -0.125 4.118 3.557
N: -1.103 -0.613 -1.089
C: -0.336 3.089 3.273
H: 1.059 -2.082 2.755
N: 1.257 -1.728 -3.079
S: 0.006 -1.727 -4.073
O: -3.317 -0.508 -1.705
F: 3.008 -2.144 -1.053
H: 2.237 3.151 2.166
H: -2.599 3.069 1.054
C: -0.625 2.268 0.939
C: -2.103 2.101 0.977
O: -0.382 -0.383 -4.428
C: 1.219 0.667 5.421
Te: -3.430 1.607 -4.615
O: 2.895 0.014 -4.033
H: -3.227 -2.743 -0.152
N: 0.124 2.796 1.938
H: -1.043 -3.113 0.827
H: 2.276 2.087 -0.383
O: 0.720 -1.162 0.191
H: -2.451 1.639 0.054
Se: -5.658 2.346 -3.726
Se: -1.545 2.746 -2.938
H: -2.413 1.474 1.815

=====

ORCA calculation (ωB97M-V with the def2-TZVPD basis set) on a structure of composition C17H15HgIN2SSbSe4.

Output
Gap between HOMO and LUMO (alpha / beta) = 4.499 / 4.775 eV
Charge = -2
Multiplicity = 2
Energy above the lowest of the compared OMol25 structures with the same formula, charge and spin = 0.114 eV
Expectation value of S² = 0.761

Geometry (Å):
C: -0.713 -1.431 -3.814
N: 0.751 1.237 0.735
H: 3.199 -2.452 2.786
C: 2.299 -2.603 2.203
H: -1.348 -0.305 -0.165
Se: -2.758 2.899 0.509
H: 1.303 -3.422 -0.933
C: 3.195 2.574 0.504
C: -0.916 -2.385 -2.823
Se: -3.922 6.193 2.731
C: 0.001 -2.945 0.709
C: 2.029 3.255 0.789
C: 0.823 2.558 0.895
S: -1.491 -3.197 -0.255
H: -0.555 -1.743 -4.839
H: 1.778 -0.487 0.333
C: -0.741 -0.079 -3.491
Se: -5.944 5.280 -0.712
Se: -1.804 5.542 -0.757
Hg: -2.285 0.584 2.182
H: -0.605 0.664 -4.267
H: -0.923 -3.443 -3.061
N: -2.642 -2.660 0.690
H: -1.016 1.380 -1.919
Sb: -3.872 5.148 0.545
C: 1.876 0.587 0.460
C: 1.241 -3.152 0.115
C: -1.125 -1.963 -1.517
C: 2.392 -2.990 0.871
H: 0.983 -2.049 3.802
H: -1.090 -2.381 2.443
C: 1.057 -2.386 2.777
H: -3.483 -3.142 0.378
H: 3.362 -3.143 0.414
H: 4.138 3.098 0.414
C: -0.107 -2.571 2.033
C: -1.155 -0.619 -1.186
H: 3.997 0.616 0.105
I: 2.031 5.324 1.063
C: -0.966 0.330 -2.181
C: 3.114 1.200 0.334
H: -0.112 3.077 1.097

=====

ORCA calculation (ωB97M-V with the def2-TZVPD basis set) on a structure of composition C17H15MnN5O5S.

Output
Gap between HOMO and LUMO (alpha / beta) = 4.227 / 5.653 eV
Charge = +2
Multiplicity = 2
Expectation value of S² = 0.922

Geometry (Å):
O: 3.078 3.041 -3.938
C: 3.304 0.241 3.447
H: 1.593 -2.342 -1.490
H: -2.503 -0.002 1.496
Mn: 0.023 -0.197 0.636
C: -5.217 -0.255 0.964
O: -0.188 1.624 0.646
C: -4.251 -1.056 -1.216
H: -1.016 -1.187 -2.179
H: 3.780 -1.366 4.793
C: 2.361 3.166 -2.985
C: -4.023 -0.609 0.085
N: -5.120 -0.595 2.251
H: 2.562 1.648 1.979
H: 2.135 -2.937 3.723
C: 3.178 -1.048 3.954
C: 2.123 -1.739 -2.225
C: 1.533 -1.455 2.297
O: 0.337 3.621 -0.263
C: 1.863 -0.304 -2.002
H: 2.978 0.612 -3.563
N: 2.368 0.684 -2.754
C: 2.504 0.643 2.383
H: 1.815 -2.036 -3.230
H: -3.294 -1.619 -3.064
S: 0.322 -2.321 1.362
C: -3.164 -1.277 -2.048
O: 1.921 4.286 -2.500
N: 1.638 -0.197 1.821
H: -4.398 -1.195 2.610
H: 3.190 -1.945 -2.140
H: -5.892 -0.361 2.859
H: -5.265 -1.222 -1.554
N: 1.095 0.221 -1.038
H: 1.326 4.256 -1.713
C: -1.891 -1.031 -1.560
C: 2.274 -1.927 3.369
O: -6.141 0.329 0.457
C: 1.129 1.598 -1.212
H: 4.019 0.932 3.865
C: 1.930 1.891 -2.285
C: -2.717 -0.387 0.495
C: 0.367 2.416 -0.218
N: -1.668 -0.594 -0.315

=====

no.,F_max (eV/A)
1,15.4
2,1.0
3,4.0
4,2.3
5,2.7
6,1.0
7,3.8
8,3.4
9,0.5
10,0.5
11,2.9